The following is a quantum chemistry calculation of a 11-piece molecular cluster, C40H111N9O13 overall at a distorted geometry, from OMol25.

Geometry as XYZ:
```
173
Properties=species:S:1:pos:R:3:forces:R:3
O 19.18521 -1.13262 3.30815 0.14 -0.05 0.15
O 19.61918 3.23943 6.32910 -0.04 0.32 -0.33
O 20.66895 6.88200 2.32130 -0.17 0.40 -0.06
O 23.47520 7.87258 1.83942 -0.15 0.06 -0.31
O 12.42820 -1.26021 -2.37276 0.74 -0.93 0.06
O 16.03584 2.56874 0.99595 0.11 0.02 0.57
O 12.88400 4.96306 3.24697 0.22 -0.41 -0.10
O 15.48170 9.84720 1.76816 -0.26 -0.35 0.44
O 15.40526 2.95510 -6.80492 -0.94 -0.01 -0.08
O 11.42326 2.45098 -0.14438 0.48 -0.22 0.17
O 14.85293 -3.67055 -1.38381 0.38 0.07 0.57
O 19.23422 3.33075 -2.04956 0.30 0.15 0.13
O 18.55910 6.08323 5.78750 -0.19 -0.90 0.28
N 18.44529 3.82819 0.87552 -0.25 -0.44 0.14
N 8.35778 1.38456 1.74491 -0.04 -0.48 -1.34
N 21.46303 0.61816 -3.24647 0.29 -0.37 0.08
N 17.99080 8.12929 3.87293 0.89 0.69 -0.39
N 13.05113 -1.02030 -5.11430 -0.56 0.64 -0.59
N 17.39615 -2.45146 -3.72919 -0.55 -0.82 -0.17
N 13.39223 3.47004 6.64920 0.69 0.31 0.81
N 15.52843 -0.77863 3.38651 0.42 -0.22 0.72
N 12.93932 2.15230 -5.21125 -0.43 -0.08 -0.34
C 19.05732 0.84200 -3.74740 -0.64 -0.11 0.92
C 20.29732 -0.43925 3.82158 -0.30 0.45 0.48
C 14.36360 2.15235 -3.26568 -0.46 -0.50 -0.06
C 16.82839 -1.46514 3.18641 -0.41 1.04 -0.49
C 19.72961 4.55664 -2.54356 0.09 0.47 -0.33
C 16.68193 8.44831 3.34914 -1.01 -1.27 0.80
C 12.42315 -0.59162 -1.14658 -0.78 1.68 0.09
C 10.72076 1.10848 2.39681 0.97 0.47 0.40
C 18.54155 4.92771 4.92784 0.16 -0.62 -0.03
C 11.76710 -3.02172 -4.50823 -0.41 0.25 -0.43
C 17.95670 -0.52224 3.63664 -0.08 -0.62 -0.82
C 15.29209 -3.16831 -2.61452 0.54 -0.91 -0.49
C 14.11386 2.57782 4.49165 0.34 1.10 -1.44
C 17.23604 4.62148 1.11223 0.29 -0.60 -0.13
C 9.73238 1.91714 1.58922 -0.99 0.49 -0.50
C 19.77568 4.04651 5.16329 -0.28 1.04 -0.29
C 17.48412 6.04627 0.64085 -1.33 0.64 0.06
C 13.82318 3.84122 5.29859 -0.90 -0.77 -0.49
C 16.76061 9.49473 2.24344 0.14 0.40 0.40
C 20.22293 2.31813 -2.02611 -0.26 -0.84 0.28
C 15.46583 10.96749 0.91556 -1.11 -0.47 0.15
C 12.67535 4.60848 4.61333 -0.44 -0.10 -0.30
C 10.08750 2.07874 0.08468 0.36 -0.64 0.68
C 13.59391 -4.30175 -1.38394 -0.39 0.56 -0.90
C 14.84210 1.83367 0.81806 0.19 0.85 -0.25
C 21.50367 7.60062 3.23080 -0.33 -0.69 0.32
C 16.86047 -1.79685 1.70195 0.23 -0.32 -0.52
C 11.74552 -1.48816 -4.66171 0.77 -1.14 1.54
C 15.38417 2.21258 -5.59851 1.21 0.03 -0.20
C 15.72618 8.83335 4.48791 -0.28 0.98 -0.30
C 16.64366 -2.42682 -2.46142 -1.44 0.57 -0.53
C 16.30460 -1.02308 -2.03906 0.22 1.45 0.68
C 14.23080 2.62258 -4.71587 -0.14 0.67 0.24
C 16.00398 3.89918 0.52548 0.41 0.33 -0.82
C 20.34165 1.55102 -3.33691 0.41 0.06 -0.91
C 11.76451 3.75755 0.28659 -0.69 -0.10 -0.36
C 22.95487 7.25719 3.00996 0.65 0.21 0.38
C 11.42720 -0.88485 -3.27980 -0.69 0.44 -0.42
C 13.88998 5.93581 3.07776 0.40 0.12 0.95
C 16.54098 2.74532 -7.61459 -0.43 0.15 0.21
H 14.24135 1.06564 -3.21645 0.25 -0.03 -0.09
H 18.64070 7.81118 3.16365 -0.07 -0.03 -0.10
H 19.05380 0.22935 -4.65068 0.53 0.51 -0.35
H 20.49310 0.51414 3.31233 -0.08 -0.14 -0.29
H 10.45373 0.97969 3.44696 -0.53 0.12 -0.12
H 18.07183 7.49162 4.66001 -0.62 0.28 -0.17
H 18.15079 5.78982 6.60904 0.00 0.42 0.08
H 14.20898 3.13073 7.15420 0.06 0.43 0.09
H 18.22572 1.55069 -3.78148 -0.06 -0.11 -0.08
H 23.10310 6.17806 2.90983 -0.42 -0.03 -0.06
H 13.51014 2.51404 -2.68457 0.07 0.27 -0.01
H 16.86655 -2.36969 3.79239 -0.11 -0.06 -0.01
H 15.02737 2.05631 4.77274 -0.11 -0.08 0.27
H 17.85385 -0.31654 4.70980 0.22 -0.09 0.11
H 17.68085 4.28387 5.14125 -0.21 0.22 -0.01
H 14.25567 2.93923 3.46467 0.24 -0.33 -0.05
H 14.23128 3.72141 -4.72266 0.26 0.03 0.06
H 15.12703 0.79632 0.96893 -0.43 -0.10 0.03
H 14.53642 -2.54945 -3.11312 0.06 0.34 0.36
H 17.44014 6.15506 -0.44610 0.35 -0.35 -0.09
H 11.37926 0.21057 -3.32538 0.08 0.11 -0.15
H 12.78158 2.43893 -6.17347 0.29 -0.06 -0.03
H 15.52720 0.02215 2.76626 -0.11 0.12 -0.04
H 14.09272 2.21766 1.51599 -0.16 -0.49 0.12
H 15.44964 -3.99336 -3.33102 -0.03 -0.29 0.18
H 19.97295 3.43808 4.28348 -0.08 -0.32 0.19
H 12.37657 5.53153 5.11763 0.24 -0.14 0.53
H 17.29631 -2.89937 -1.72686 -0.35 -0.17 0.17
H 13.46689 -4.96454 -2.24953 0.29 -0.32 0.14
H 11.71455 -3.47959 -5.49689 0.09 -0.07 0.03
H 14.78508 9.18143 4.05405 0.01 -0.11 -0.05
H 10.92720 -1.28344 -5.35271 0.22 0.54 -0.12
H 20.69204 4.86697 -2.12329 0.08 -0.40 0.25
H 19.42371 3.87620 7.02615 0.15 -0.29 0.23
H 12.20080 2.61698 -4.69172 0.03 -0.12 0.12
H 12.41625 0.49361 -1.32407 -0.10 0.05 -0.04
H 12.83244 2.62220 6.65098 -0.37 0.23 -0.53
H 11.40136 3.98987 1.28834 0.13 -0.07 0.09
H 18.39452 6.50101 1.02639 0.23 -0.47 0.02
H 14.67760 4.51982 5.28329 0.24 -0.25 0.58
H 16.68492 6.72332 0.96838 -0.09 -0.19 0.13
H 21.21985 7.26322 4.23214 -0.02 -0.11 -0.04
H 15.81335 -0.37660 -2.77652 0.37 -0.50 -0.62
H 14.42644 11.03261 0.58241 0.12 -0.06 -0.28
H 13.87373 6.34142 2.07017 -0.15 -0.08 -0.04
H 15.61251 11.90532 1.45977 0.74 -0.03 -0.12
H 21.45283 0.07781 -2.38440 -0.17 0.25 0.14
H 10.42357 -1.22297 -2.98500 0.05 -0.12 0.37
H 16.38338 3.37710 -8.48577 0.27 0.11 0.01
H 13.29663 -0.72700 -0.51037 0.13 -0.85 -0.37
H 9.99459 1.09528 -0.38738 -0.18 0.09 -0.15
H 17.03763 4.55214 2.18937 0.20 0.48 0.09
H 11.28588 4.44844 -0.41974 0.37 0.34 0.12
H 12.96574 0.00150 -5.11593 0.43 -0.11 -0.30
H 11.50942 -0.78217 -0.57260 0.05 -0.32 0.10
H 15.56568 -0.93816 -1.23609 0.28 -0.64 0.32
H 16.10312 10.78379 0.04746 0.23 0.49 0.05
H 17.87010 0.43571 3.10521 -0.11 0.08 -0.03
H 15.54258 -0.38208 4.32403 -0.30 0.00 0.00
H 16.20319 7.54655 2.93884 -0.01 0.01 -0.44
H 17.59105 -2.55409 1.41784 0.09 0.02 0.21
H 18.82637 0.07946 -2.99612 -0.08 0.23 0.22
H 21.33104 -0.09252 -3.95884 0.20 0.11 -0.13
H 17.19975 -0.48718 -1.71457 -0.09 0.07 0.05
H 24.21638 8.43912 2.05532 0.01 0.03 0.10
H 15.43792 1.14193 -5.83033 -0.37 -0.13 0.15
H 20.70850 7.35017 1.47977 0.07 -0.17 -0.06
H 16.87181 -2.00552 -4.48346 -0.06 0.43 0.34
H 20.62066 2.27585 -4.11218 -0.08 -0.01 -0.05
H 18.44443 5.28169 3.90166 0.32 0.03 -0.01
H 19.86053 4.53575 -3.62848 -0.11 -0.02 -0.07
H 17.43193 3.04202 -7.05407 0.23 -0.06 -0.21
H 11.64827 1.69028 2.44302 0.13 -0.20 -0.19
H 13.77886 6.73848 3.81777 -0.32 0.24 -0.24
H 13.46740 -4.84959 -0.45612 0.07 0.03 0.05
H 20.60381 4.75209 5.28665 0.25 -0.20 -0.02
H 16.63136 1.71577 -7.97341 0.01 -0.13 0.22
H 21.17744 2.72000 -1.67820 0.16 0.08 -0.34
H 21.17661 -1.07577 3.75711 -0.06 -0.02 0.01
H 16.07708 3.81678 -0.56837 -0.03 0.44 -0.13
H 17.24549 10.37376 2.68708 0.21 0.06 -0.19
H 17.26440 -3.43297 -3.98856 0.81 0.08 -0.27
H 12.84936 3.82148 0.28256 -0.06 0.20 -0.14
H 17.33811 9.12408 1.38743 0.35 -0.02 0.16
H 15.46175 8.03261 5.17897 0.38 -0.25 -0.13
H 19.94337 1.56859 -1.27526 -0.32 0.22 0.16
H 21.26519 8.66670 3.21077 0.37 0.09 -0.18
H 13.72543 -1.22935 -4.38632 -0.06 -0.09 0.04
H 17.06886 -0.92917 1.06716 0.11 0.22 0.28
H 15.88111 -2.15127 1.37502 -0.01 -0.16 0.19
H 12.65537 -3.39472 -4.00335 -0.01 0.14 0.07
H 13.25114 1.91408 4.42103 0.01 -0.10 0.41
H 9.68376 2.94449 1.95520 0.13 -0.09 0.50
H 9.39710 2.79148 -0.38682 -0.08 -0.05 0.03
H 16.09295 9.67739 5.07759 0.27 -0.07 0.01
H 18.70694 3.85476 -0.10941 -0.10 0.15 0.06
H 11.81798 3.92993 4.61601 -0.14 0.12 -0.09
H 15.27794 2.43742 -2.74652 0.10 0.10 -0.22
H 18.12836 2.86955 1.01474 0.46 -0.07 0.08
H 15.08052 4.43530 0.77406 -0.11 -0.16 0.22
H 16.32234 2.46399 -5.08233 -0.06 -0.14 0.32
H 19.03704 5.35695 -2.28539 -0.27 -0.18 -0.06
H 7.70655 1.93727 1.18072 0.14 0.58 0.52
H 23.54008 7.52808 3.89728 -0.08 0.25 -0.05
H 20.08204 -0.16282 4.86276 0.35 -0.18 0.09
H 10.87794 -3.31932 -3.94788 0.08 -0.22 0.02
H 12.80842 -3.55004 -1.52472 -0.07 -0.02 0.35
H 14.42883 1.98501 -0.18694 0.11 -0.23 -0.11
H 14.89235 5.55187 3.30923 0.05 -0.28 -0.38
H 10.98592 0.11397 2.03380 -0.25 0.06 -0.41
H 8.32736 0.55639 1.13834 0.15 -0.40 0.65
```
Positions in Å, forces in eV/Å.

The value obtained for the highest occupied orbital energy is -8.63 eV. Its energy relative to the best compared isomer or geometry (same formula, charge and spin) is 101.6 kcal per mole. As for the structure (SMILES): COC[C@H](C)N.COC[C@H](C)N.COC[C@H](C)N.COC[C@H](C)N.COC[C@H](C)N.COC[C@H](C)N.COC[C@H](C)N.COC[C@H](C)N.COC[C@H](C)N.OCCO.OCCO.